Entry 1:
Here is 10 unconnected molecules or ions with the total composition C42H72F18N4O22S6 at a distorted geometry from the OMol25 dataset. Energies are from ωB97M-V/def2-TZVPD.

Values from the calculation:
Energy relative to the best compared isomer or geometry (same formula, charge and spin): 0.0 kJ/mol
Total charge: -2
Kohn-Sham gap: 6.5 eV

Geometry as XYZ:
```
164
Properties=species:S:1:pos:R:3:lowdin_charge:R:1
C -5.7912 2.1359 -1.0522 -0.013
C -5.9156 0.6625 -1.3490 -0.410
C -6.8019 0.3709 -2.6020 -0.109
C -6.0322 0.8131 -3.8818 -0.166
C -4.6713 0.0885 -4.0798 -0.100
C -3.7912 0.2298 -2.8019 -0.341
N -4.5237 0.0966 -1.4476 -0.016
O -3.9802 -0.3738 -0.5475 0.222
C -2.9649 1.6249 -2.6892 0.033
C -2.7532 -0.8808 -2.8639 -0.036
C -6.4620 -0.0365 -0.0262 0.017
H -6.6797 2.2955 -0.5331 0.073
H -5.6865 2.9136 -1.8346 0.103
H -4.9909 2.3045 -0.3222 0.104
H -7.7309 0.9348 -2.4855 0.125
H -7.1124 -0.6517 -2.7110 0.102
H -5.8979 1.9444 -3.8102 0.117
H -6.7046 0.5833 -4.7480 0.117
H -4.1513 0.4744 -4.9850 0.145
H -4.8669 -0.9870 -4.0726 0.106
H -3.6058 2.4621 -2.7875 0.056
H -2.1792 1.6900 -3.4722 0.112
H -2.4042 1.7480 -1.7949 0.051
H -2.4897 -1.0820 -3.9088 0.096
H -3.1090 -1.8260 -2.5003 0.052
H -1.9004 -0.6210 -2.2751 0.050
H -7.5707 0.0875 -0.0906 0.111
H -5.9558 0.4425 0.8223 0.096
H -6.2451 -1.0999 -0.0882 0.057
C -2.3814 2.2365 2.5363 -0.010
C -1.5660 3.3897 3.0886 -0.407
C -2.0139 4.7008 2.4201 -0.112
C -1.4737 5.9473 3.0813 -0.166
C -2.0540 6.1712 4.4668 -0.110
C -1.6706 4.9441 5.3850 -0.351
N -1.8920 3.4731 4.6235 0.096
O -2.0230 2.5019 5.3906 0.189
C -2.6795 4.8464 6.5602 -0.028
C -0.2658 5.0645 6.0456 0.001
C -0.0921 3.0058 3.0101 0.009
H -3.3655 2.5592 2.5878 0.033
H -2.1974 1.3272 3.1046 0.099
H -1.9809 2.0846 1.5190 0.096
H -3.0631 4.8227 2.3902 0.089
H -1.6053 4.6342 1.4332 0.097
H -1.7744 6.7866 2.4145 0.133
H -0.3721 6.0175 3.1233 0.127
H -3.1209 6.3796 4.6393 0.119
H -1.4220 6.9242 4.9886 0.118
H -2.2899 4.1131 7.2254 0.070
H -3.6498 4.6602 6.1731 0.070
H -2.6537 5.8316 7.0117 0.096
H -0.3550 6.0581 6.4489 0.081
H 0.5323 5.0448 5.3050 0.084
H -0.1475 4.3384 6.8128 0.079
H 0.1545 3.1640 1.9497 0.095
H -0.0111 1.9156 3.1394 0.061
H 0.6782 3.5012 3.6613 0.099
C 4.3223 -1.1439 -3.1891 -0.028
C 5.3366 -2.1941 -3.2631 -0.432
C 6.8035 -1.8387 -3.6954 -0.089
C 7.5887 -1.0852 -2.6333 -0.147
C 7.7077 -1.9629 -1.3610 -0.133
C 6.3740 -2.3283 -0.7677 -0.435
N 5.5520 -2.9788 -1.9268 0.049
O 5.1749 -4.0671 -1.7739 0.216
C 5.6787 -1.0616 -0.2373 -0.007
C 6.6371 -3.3655 0.3366 -0.004
C 4.8108 -3.1994 -4.2234 -0.033
H 4.3918 -0.4524 -2.3132 0.090
H 3.3040 -1.5624 -3.2899 0.072
H 4.5200 -0.4715 -4.0243 0.112
H 6.7384 -1.3738 -4.6919 0.141
H 7.3200 -2.7884 -3.8272 0.113
H 7.3477 -0.0149 -2.4358 0.131
H 8.5876 -1.2281 -2.9180 0.093
H 8.2864 -1.4369 -0.5822 0.144
H 8.2396 -2.9214 -1.5469 0.122
H 4.6690 -1.2549 0.0771 0.059
H 5.7008 -0.1482 -0.7968 0.075
H 6.2934 -0.8494 0.6578 0.108
H 6.9981 -2.7085 1.1620 0.103
H 7.3015 -4.2102 0.1676 0.064
H 5.5627 -3.7606 0.6379 0.130
H 5.5029 -3.9553 -4.5376 0.091
H 4.6624 -2.5958 -5.1225 0.118
H 3.9140 -3.7557 -3.9947 0.088
C 1.8622 0.6710 -0.4542 0.004
C 1.1669 -0.4714 0.2697 -0.417
C -0.3340 -0.3158 0.2331 -0.099
C -1.0820 -1.6573 0.6740 -0.129
C -0.7467 -2.8277 -0.2115 -0.143
C 0.7122 -3.2895 -0.2683 -0.383
N 1.5993 -1.8830 -0.3082 0.066
O 2.6532 -2.0284 -0.7324 0.161
C 0.9761 -4.2467 -1.3802 -0.014
C 1.2358 -3.9886 1.0187 0.000
C 1.5402 -0.5739 1.7611 0.005
H 2.8471 0.9990 -0.0532 0.106
H 1.1465 1.5127 -0.4784 0.082
H 2.0181 0.4034 -1.5282 0.084
H -0.6383 -0.0727 -0.8412 0.125
H -0.5473 0.5908 0.8773 0.123
H -2.1235 -1.4778 0.3846 0.090
H -1.0729 -1.8116 1.7554 0.117
H -0.9783 -2.6380 -1.2937 0.126
H -1.3276 -3.7873 -0.0336 0.148
H 2.0077 -4.5569 -1.2202 0.084
H 0.9900 -3.6717 -2.3211 0.085
H 0.2648 -5.0519 -1.3957 0.112
H 0.8692 -3.5041 1.9146 0.084
H 2.2843 -4.0277 1.0549 0.064
H 0.9446 -5.0356 0.9746 0.102
H 2.6036 -0.7817 1.8077 0.093
H 0.9545 -1.2313 2.3969 0.086
H 1.4066 0.4102 2.1562 0.081
C -7.2528 3.6352 3.8277 -0.714
F -7.4396 3.8015 5.1129 0.139
F -7.2941 2.3066 3.6246 0.116
F -8.2859 4.2055 3.2292 0.127
S -5.6962 4.4658 3.2829 0.487
O -5.6941 4.4074 1.8090 -0.336
O -5.8189 5.7663 3.8521 -0.302
O -4.6608 3.5851 3.8835 -0.352
C 7.2148 -7.0273 -1.2592 -0.649
F 6.1693 -6.2587 -0.9562 0.095
F 7.7016 -7.4311 -0.1118 0.124
F 6.6968 -8.1219 -1.9414 0.072
S 8.6486 -6.1327 -2.1127 0.498
O 7.9460 -5.3608 -3.1558 -0.366
O 9.1078 -5.3255 -0.9563 -0.362
O 9.4655 -7.2476 -2.5021 -0.309
C 0.5530 -2.5126 -5.2768 -0.596
F 0.3363 -2.5323 -6.5684 0.140
F -0.4468 -3.2380 -4.7597 0.110
F 1.6602 -3.3894 -5.0642 0.013
S 0.8237 -0.7872 -4.5449 0.468
O 2.0356 -0.2364 -5.0700 -0.290
O -0.4813 -0.2987 -4.9152 -0.310
O 0.9609 -1.0516 -3.1120 -0.350
C 1.6326 0.1993 7.4141 -0.591
F 2.8095 0.1036 8.0286 0.116
F 0.9150 -0.9241 7.7165 0.083
F 0.9179 1.2244 8.0031 0.056
S 1.7306 0.5028 5.5098 0.484
O 2.2484 1.8518 5.2728 -0.350
O 2.5771 -0.5800 5.0289 -0.351
O 0.2980 0.3265 5.1518 -0.376
C 0.8253 5.3609 -2.6253 -0.730
F 1.7860 6.2813 -2.4927 0.113
F -0.1604 5.9950 -3.1840 0.150
F 1.3214 4.3849 -3.3687 0.128
S 0.2681 4.5925 -1.0199 0.444
O 1.5515 4.1847 -0.4284 -0.349
O -0.3853 5.6917 -0.3491 -0.322
O -0.5529 3.5131 -1.4893 -0.326
C -5.6834 -5.1880 -2.0186 -0.723
F -5.5235 -6.1686 -1.1587 0.138
F -5.1180 -5.6506 -3.1356 0.126
F -6.9823 -5.0478 -2.2108 0.129
S -4.9896 -3.6078 -1.3845 0.501
O -5.5412 -3.4977 -0.0434 -0.312
O -3.5621 -3.9201 -1.4513 -0.328
O -5.4672 -2.5799 -2.3234 -0.327
```



Entry 2:
Here is 12 unconnected molecules or ions with the total composition C42H72O33 at a distorted geometry from the OMol25 dataset. Energies are from ωB97M-V/def2-TZVPD.

Values from the calculation:
Structure (SMILES): C[C@H]1COC(=O)O1.C[C@H]1COC(=O)O1.C[C@H]1COC(=O)O1.C[C@H]1COC(=O)O1.C[C@H]1COC(=O)O1.C[C@H]1COC(=O)O1.C[C@H]1COC(=O)O1.C[C@H]1COC(=O)O1.C[C@H]1COC(=O)O1.OCCO.OCCO.OCCO
Kohn-Sham gap: 9.4 eV

Geometry as XYZ:
```
147
Properties=species:S:1:pos:R:3:lowdin_charge:R:1
C 1.6011 1.6348 -5.6124 0.003
C 1.8221 1.8345 -4.1175 -0.327
C 3.2106 2.2242 -3.5865 -0.062
O 2.9265 3.1483 -2.5167 0.049
C 1.6582 3.6528 -2.7436 -0.452
O 1.0555 4.4969 -2.0524 0.100
O 1.1695 2.9919 -3.8105 0.064
H 1.6338 2.5274 -6.2372 0.092
H 0.6560 1.1215 -5.7899 0.076
H 2.3863 1.0188 -6.0507 0.085
H 1.3052 1.0858 -3.5172 0.139
H 3.7837 2.7890 -4.3218 0.138
H 3.8920 1.4298 -3.2819 0.123
C -1.5705 5.1698 -1.2383 -0.022
C -1.7424 6.6651 -1.6405 -0.302
C -2.7872 6.9604 -2.6352 -0.129
O -3.2314 8.1844 -2.1363 0.055
C -3.0713 8.2758 -0.7767 -0.485
O -3.5670 9.0271 0.0466 0.134
O -2.2020 7.2801 -0.4195 0.060
H -2.4899 4.8999 -0.7188 0.051
H -0.8180 4.9537 -0.4799 0.071
H -1.5976 4.5683 -2.1470 0.088
H -0.8048 7.1531 -1.9066 0.160
H -3.6062 6.2487 -2.7388 0.146
H -2.2508 7.1671 -3.5613 0.145
C -3.7884 1.9459 0.6518 0.005
C -4.8063 2.8545 1.3782 -0.348
C -4.4754 4.3204 1.3891 -0.103
O -5.6023 4.9184 0.8449 0.109
C -6.4682 4.0007 0.4603 -0.525
O -7.4992 4.2734 -0.1861 0.104
O -5.9745 2.7894 0.6927 0.097
H -4.2156 0.9786 0.3874 0.074
H -2.8592 1.8258 1.2087 0.064
H -3.5303 2.4211 -0.2947 0.087
H -5.0723 2.4793 2.3664 0.155
H -3.4862 4.4950 0.9660 0.114
H -4.4706 4.7224 2.4022 0.143
C 5.3689 2.9366 2.1524 0.014
C 5.4556 1.5936 1.3432 -0.322
C 4.1690 1.1466 0.6565 -0.132
O 4.5711 0.5416 -0.5283 0.054
C 5.7807 1.0781 -0.8281 -0.482
O 6.2956 1.0759 -1.9400 0.127
O 6.2624 1.7576 0.2541 0.091
H 5.1159 3.7892 1.5222 0.092
H 6.3281 3.2406 2.5715 0.083
H 4.5915 2.8920 2.9151 0.066
H 5.8019 0.7517 1.9426 0.155
H 3.5083 1.9925 0.4666 0.137
H 3.6906 0.4585 1.3534 0.115
C -5.4435 -0.2962 -3.4428 -0.005
C -3.9903 -0.6272 -2.9684 -0.300
C -3.7330 -2.1412 -2.9374 -0.089
O -2.4056 -2.2396 -3.4164 0.053
C -2.0834 -1.1073 -4.0459 -0.474
O -0.9761 -0.8548 -4.5803 0.101
O -3.1361 -0.2212 -4.0096 0.078
H -6.1780 -0.6892 -2.7399 0.083
H -5.6473 -0.6288 -4.4606 0.090
H -5.6419 0.7748 -3.4846 0.083
H -3.6444 -0.1496 -2.0517 0.147
H -4.5086 -2.7498 -3.4023 0.140
H -3.7351 -2.3877 -1.8756 0.120
C -0.7437 -5.8834 5.6852 0.005
C 0.5404 -6.1725 4.8831 -0.355
C 0.4698 -7.3451 3.9230 -0.122
O 0.9880 -6.8483 2.7653 0.128
C 1.0881 -5.5451 2.7893 -0.553
O 1.2445 -4.8016 1.8751 0.175
O 0.8222 -5.1376 4.0610 0.063
H -1.6742 -6.2980 5.2975 0.086
H -0.8992 -4.8384 5.9534 0.074
H -0.5870 -6.3079 6.6768 0.083
H 1.4704 -6.2482 5.4465 0.160
H -0.5828 -7.6283 3.9308 0.130
H 0.9823 -8.1759 4.4078 0.145
C -0.7887 3.1598 2.7180 -0.009
C 0.4869 3.5408 3.4597 -0.333
C 1.7756 3.4784 2.6007 -0.098
O 2.3531 4.7261 2.8677 0.064
C 1.5287 5.4971 3.6384 -0.498
O 1.6563 6.6842 3.9744 0.114
O 0.3888 4.8561 3.8178 0.098
H -0.8875 3.6943 1.7733 0.078
H -1.5920 3.3911 3.4175 0.089
H -0.7440 2.0776 2.5955 0.073
H 0.6336 2.9844 4.3855 0.153
H 1.5177 3.3104 1.5550 0.130
H 2.5013 2.7205 2.8956 0.096
C -2.2379 -0.4643 5.0681 -0.005
C -0.7802 -0.9423 4.9775 -0.331
C -0.4861 -2.0513 3.9804 -0.091
O 0.7504 -1.6739 3.4459 0.106
C 0.9602 -0.3952 3.6909 -0.540
O 1.7718 0.3203 3.1482 0.142
O 0.0372 0.0780 4.5355 0.096
H -2.8856 -1.3210 5.2544 0.085
H -2.6027 -0.0678 4.1205 0.082
H -2.4271 0.2149 5.8994 0.088
H -0.5394 -1.1562 6.0188 0.153
H -1.2177 -2.0791 3.1729 0.120
H -0.5763 -2.9924 4.5230 0.116
C 1.8345 -1.7441 0.1748 0.012
C 1.4821 -0.6450 -0.7964 -0.303
C 0.2532 -0.9397 -1.7075 -0.107
O -0.3423 0.3023 -1.7451 0.064
C 0.0890 1.1168 -0.7696 -0.530
O -0.4541 2.1463 -0.3793 0.122
O 0.9962 0.4564 -0.1197 0.111
H 2.6277 -1.3304 0.7975 0.076
H 2.2222 -2.6328 -0.3231 0.088
H 1.0243 -2.0292 0.8460 0.073
H 2.3174 -0.4047 -1.4542 0.143
H -0.4638 -1.6133 -1.2382 0.121
H 0.5856 -1.3562 -2.6584 0.114
O 3.5485 -2.5846 -3.1880 -0.078
C 4.7380 -2.4506 -2.4737 -0.252
C 5.6339 -3.7118 -2.6471 -0.216
O 5.9633 -3.8285 -4.0338 -0.062
H 3.1148 -3.3572 -2.8184 0.023
H 5.2916 -1.5867 -2.8417 0.117
H 4.5709 -2.1773 -1.4318 0.101
H 5.1307 -4.6373 -2.3673 0.107
H 6.4788 -3.5993 -1.9676 0.117
H 5.0933 -3.8911 -4.4348 0.066
O 2.2051 -4.8878 -2.8707 -0.085
C 0.7738 -4.6778 -2.8743 -0.178
C 0.2562 -3.9465 -4.1246 -0.246
O 0.7444 -4.5410 -5.2779 -0.036
H 2.3419 -5.5529 -3.5494 0.095
H 0.4690 -5.7243 -2.8680 0.120
H 0.3362 -4.2445 -1.9749 0.106
H 0.7276 -2.9641 -4.1551 0.103
H -0.8210 -3.7899 -4.0683 0.112
H 1.7032 -4.4975 -5.2603 0.084
O -1.7722 -2.4371 0.8172 -0.059
C -1.7953 -3.8274 0.6693 -0.260
C -2.2157 -4.5877 1.9012 -0.208
O -3.5555 -4.1828 2.2457 -0.065
H -2.6797 -2.1372 0.9076 0.087
H -2.4435 -4.1321 -0.1524 0.116
H -0.7766 -3.9980 0.3210 0.107
H -1.4914 -4.3595 2.6831 0.096
H -2.2853 -5.6688 1.7809 0.126
H -4.1018 -4.1756 1.4564 0.080
```



Question: Which formula does entry 2 have?
Answer: C42H72O33



Question: Which of these has the highest Kohn-Sham gap?
Answer: C42H72O33